Entry from OMol25: C14H18F6N3O6PPdS4Se as an isolated structure (wB97M-V/def2-TZVPD).

The geometry in XYZ format:
```
54
Properties=species:S:1:pos:R:3:forces:R:3:mulliken_spin:R:1
Pd 0.7551 -0.4165 0.9060 -0.1 -0.4 0.7 0.6050
C 4.3066 1.9828 5.0086 0.0 0.0 -0.1 0.0014
C 4.1000 0.9433 3.9278 0.0 0.0 0.0 0.0228
O 2.7150 0.9545 3.5596 0.1 -0.1 0.1 0.0113
P 2.0832 -0.3285 2.7875 -0.2 0.1 -0.7 0.1618
S -0.8936 -2.3323 1.8427 0.1 0.1 -0.2 0.0328
S 3.2891 -0.9020 1.2832 0.3 -0.1 0.0 0.1180
O 2.1529 -1.5066 3.9161 0.0 0.0 0.0 0.0231
C 1.0444 -1.6268 4.8127 0.0 0.0 0.0 0.0024
C 1.3213 -0.9063 6.1170 -0.1 0.0 0.0 0.0009
H 5.3663 2.0626 5.2582 0.0 0.0 0.0 0.0011
H 3.7565 1.7178 5.9110 0.0 0.0 0.0 0.0000
H 3.9561 2.9560 4.6657 0.0 0.0 0.0 0.0000
H 4.3808 -0.0525 4.2826 0.0 0.0 0.0 -0.0016
H 4.6971 1.1639 3.0409 0.0 0.0 0.0 -0.0002
H 0.8960 -2.6960 4.9701 0.0 0.0 0.0 0.0022
H 0.1424 -1.2333 4.3338 0.0 0.0 0.0 -0.0070
H 2.2506 -1.2667 6.5597 0.0 0.0 0.0 -0.0003
H 0.5081 -1.0844 6.8234 0.0 0.0 0.0 0.0001
H 1.4074 0.1666 5.9486 0.0 0.0 0.0 0.0014
F -0.8556 0.3047 -4.0785 -0.1 0.0 0.0 0.0001
C -1.7489 0.1746 -3.0953 0.1 0.2 0.0 0.0000
F -2.7314 1.0505 -3.2940 0.0 0.0 0.0 -0.0002
F -2.2690 -1.0594 -3.1700 -0.1 0.0 0.0 -0.0002
S -0.9715 0.3970 -1.4438 0.3 -0.2 0.1 0.0030
O 0.0714 -0.6290 -1.4288 -0.1 0.2 0.1 0.0143
O -2.0222 0.2350 -0.4881 -0.2 0.0 -0.1 0.0023
N -0.4452 1.8309 -1.6423 -0.1 0.1 -0.4 -0.0012
S 0.5052 2.6694 -0.7156 0.2 0.1 0.3 0.0006
O -0.0328 2.9188 0.5899 0.0 0.0 -0.1 -0.0018
O 1.8907 2.3280 -0.8339 0.0 0.0 -0.1 -0.0013
C 0.3340 4.2610 -1.6296 -0.1 0.0 0.0 0.0002
F -0.9263 4.7035 -1.6192 0.0 0.0 0.0 0.0000
F 0.7250 4.1419 -2.9018 0.0 0.0 0.0 0.0000
F 1.1032 5.1848 -1.0443 0.0 0.0 0.0 0.0000
C -1.0440 -3.9594 -3.1287 0.0 0.0 0.0 0.0003
N 0.0513 -3.8232 -2.1952 0.0 0.1 0.2 0.0029
C -0.0691 -3.4719 -0.8928 0.1 -0.2 -0.3 0.0033
Se -1.6681 -3.1778 -0.0019 -0.2 0.0 0.2 0.0046
N 1.1498 -3.3285 -0.3736 0.1 0.2 0.2 -0.0035
C 2.1000 -3.5037 -1.3668 0.0 -0.1 -0.1 0.0043
C 3.4811 -3.4173 -1.3544 0.0 0.0 0.0 -0.0042
C 4.1315 -3.6636 -2.5534 0.0 0.0 0.0 0.0017
C 3.4308 -3.9864 -3.7188 0.0 0.0 0.0 0.0001
C 2.0465 -4.0749 -3.7292 0.1 0.0 0.0 0.0001
C 1.4013 -3.8263 -2.5297 0.0 0.0 0.1 -0.0023
H -1.9653 -4.1150 -2.5717 0.0 0.0 0.0 0.0003
H -0.8702 -4.8235 -3.7687 0.0 0.0 0.0 -0.0001
H -1.1411 -3.0596 -3.7377 0.0 -0.1 0.0 0.0002
H 1.3141 -2.9349 0.5626 -0.1 0.0 -0.2 -0.0012
H 4.0132 -3.1488 -0.4519 0.0 0.0 0.0 0.0025
H 5.2097 -3.5929 -2.5889 0.0 0.0 0.0 0.0001
H 3.9778 -4.1616 -4.6351 0.0 0.0 0.0 0.0000
H 1.5013 -4.3103 -4.6327 0.0 0.0 0.0 0.0001
```
Positions in Å, forces in eV/Å.

Summary:
- max |F| (eV/Å) = 0.82
- net charge = -1
- multiplicity = 2
- relative energy (zero: lowest compared OMol25 entry of this formula, charge and spin) (kJ/mol) = 6.4
- orbital gap (alpha / beta) (eV) = 6.2 / 6.7
- HOMO level (alpha / beta) (eV) = -3.875 / -4.378

***

Entry from OMol25: C27H33Cl2LuN6O5S2Si as an isolated structure in a non-equilibrium geometry (wB97M-V/def2-TZVPD).

The geometry in XYZ format:
```
77
Properties=species:S:1:pos:R:3:forces:R:3:lowdin_charge:R:1
Lu 0.8877 0.4102 0.7423 -1.5 -0.6 0.7 1.6731
Cl -1.5957 -3.2563 -1.4364 -0.1 0.1 0.0 0.6941
C -2.2043 -1.6448 -1.2007 -0.1 -0.1 0.1 -0.5735
C -3.5854 -1.4203 -1.3248 0.1 -0.2 0.0 -0.1304
C -4.1052 -0.1770 -1.1412 -0.1 0.1 0.0 -0.6178
Cl -5.8247 0.0676 -1.2979 0.1 0.0 0.0 0.6787
C -3.2588 0.9127 -0.8297 0.0 0.2 0.0 -0.1834
C -3.6969 2.2426 -0.6573 0.0 0.0 0.0 -0.0136
C -2.7856 3.2301 -0.4122 0.0 0.1 0.0 -0.0394
C -1.4274 2.8953 -0.2949 0.0 0.1 -0.1 -0.1350
N -0.9832 1.6688 -0.4081 -0.1 -0.4 0.1 0.0521
C -1.8762 0.6755 -0.6949 0.1 -0.1 -0.1 -0.1520
C -1.3139 -0.6389 -0.8685 0.2 -0.2 -0.2 -0.4108
O -0.0357 -0.8220 -0.7331 -0.2 -0.1 -0.4 -0.2359
H -4.2355 -2.2488 -1.5712 0.0 0.0 0.0 0.1064
H -4.7530 2.4646 -0.7309 0.0 0.0 0.0 0.0934
H -3.0918 4.2609 -0.2943 0.0 0.0 0.0 0.1073
H -0.6891 3.6625 -0.0994 0.0 0.0 0.0 0.1062
C 2.6707 -1.8615 3.7741 0.1 -0.2 0.0 -0.0127
N 2.9616 -2.8044 2.7014 0.0 0.0 0.0 -0.0536
C 3.6287 -4.0336 3.1031 -0.1 0.0 0.0 -0.1554
C 4.2419 -4.7325 1.9099 0.1 0.1 0.0 -0.1481
C 3.2267 -4.7743 0.7886 -0.1 0.0 0.0 -0.1505
N 2.8332 -3.4197 0.4473 0.0 0.0 0.0 -0.0645
C 2.3255 -3.1897 -0.8996 0.1 -0.1 0.1 -0.0146
C 2.6519 -2.4894 1.4174 0.2 -0.1 0.2 -0.4387
O 2.2545 -1.3492 1.1395 -0.3 0.3 -0.3 -0.1155
H 2.1723 -2.3945 4.5872 0.0 0.0 0.0 0.0926
H 2.0159 -1.0799 3.4179 -0.1 0.1 -0.1 0.0642
H 3.5924 -1.4161 4.1597 0.0 0.0 0.0 0.0941
H 2.9123 -4.6867 3.6111 0.0 0.0 0.0 0.1271
H 4.4035 -3.7766 3.8285 0.0 0.0 0.0 0.1249
H 4.5631 -5.7368 2.1849 0.0 0.0 0.0 0.1195
H 5.1176 -4.1697 1.5707 0.0 -0.1 0.0 0.1076
H 2.3524 -5.3683 1.0791 0.0 0.0 0.0 0.1344
H 3.6512 -5.2317 -0.1034 0.0 0.0 -0.1 0.1224
H 3.0791 -3.4950 -1.6272 0.0 0.0 0.0 0.0917
H 2.0865 -2.1460 -1.0382 0.0 0.2 0.0 0.0673
H 1.4131 -3.7621 -1.0717 0.0 0.0 0.0 0.0758
C -1.4731 -2.7637 3.2029 0.0 -0.3 0.0 -0.1634
Si -1.4131 -0.8989 3.2259 0.1 0.1 -0.1 0.2319
C -3.0787 -0.2534 2.6700 -0.1 0.1 -0.1 -0.1559
C -1.0844 -0.2888 4.9634 0.1 0.1 0.2 -0.1700
O -0.2482 -0.3673 2.2405 -0.2 -0.1 0.3 -0.4902
H -2.3130 -3.1606 3.7851 0.1 0.0 -0.1 0.0304
H -0.5472 -3.1974 3.6003 -0.1 0.0 0.0 0.0172
H -1.5857 -3.1024 2.1656 0.0 0.0 0.1 0.0237
H -3.8594 -0.3947 3.4260 0.1 0.0 -0.1 0.0317
H -3.4002 -0.7576 1.7498 0.0 0.1 0.1 0.0225
H -3.0020 0.8203 2.4540 -0.1 -0.1 0.0 0.0276
H -1.9559 -0.3866 5.6212 0.1 0.0 -0.1 0.0266
H -0.8098 0.7721 4.9136 0.0 -0.1 0.1 0.0248
H -0.2487 -0.8279 5.4261 -0.1 0.1 0.0 0.0183
N 7.8058 -2.2869 1.7000 -0.1 0.0 0.1 0.1046
C 6.8294 -1.3526 1.3966 0.1 0.0 0.1 -0.3197
C 6.0105 -1.5287 0.2819 0.0 0.0 -0.1 -0.0312
C 4.9990 -0.6287 0.0066 -0.1 -0.1 -0.1 -0.0553
C 4.7977 0.4533 0.8451 0.1 -0.1 0.2 -0.3016
C 5.6043 0.6500 1.9633 -0.1 0.0 -0.1 -0.0469
C 6.6160 -0.2468 2.2338 0.1 -0.1 0.0 -0.0238
S 3.4982 1.5683 0.5257 0.4 0.7 0.0 0.5805
O 4.0152 2.8663 0.1898 0.1 0.0 0.0 -0.2889
O 2.6614 0.9389 -0.5239 0.5 0.3 -0.3 -0.4195
N 2.6303 1.5362 1.8632 0.2 0.6 0.1 -0.2445
C 1.8681 2.6627 2.1619 0.4 0.1 0.1 -0.7427
S 2.4870 4.1690 2.7517 0.1 -0.1 -0.1 1.0729
C 0.8815 4.7672 2.8652 0.1 0.1 0.1 -0.3962
C 0.0075 3.8197 2.4644 -0.3 -0.2 0.1 -0.2515
N 0.5650 2.6242 2.0688 0.3 0.1 -0.2 -0.0205
H 8.1246 -2.8781 0.9523 0.0 0.0 0.0 0.0910
H 8.5315 -1.9979 2.3315 0.1 0.0 0.0 0.0898
H 6.1661 -2.3827 -0.3679 0.0 0.0 0.0 0.1147
H 4.3404 -0.7793 -0.8411 0.1 0.0 0.1 0.1161
H 5.4226 1.4929 2.6212 0.0 -0.1 0.0 0.1214
H 7.2469 -0.1074 3.1053 0.0 0.0 0.0 0.1127
H 0.6736 5.7665 3.2151 0.0 -0.1 0.0 0.0664
H -1.0690 3.9278 2.4566 0.1 0.0 0.0 0.1100
```
Positions in Å, forces in eV/Å.

Summary:
- max |F| (eV/Å) = 1.74
- net charge = 0
- multiplicity = 1
- relative energy (zero: lowest compared OMol25 entry of this formula, charge and spin) (kJ/mol) = 0.0
- orbital gap (eV) = 7.6
- HOMO level (eV) = -7.438

***

Entry from OMol25: a 2-piece molecular cluster, C2F3INO4S overall in a non-equilibrium geometry (wB97M-V/def2-TZVPD).

The geometry in XYZ format:
```
12
Properties=species:S:1:pos:R:3:forces:R:3:nbo_charge:R:1
C -0.0913 0.4196 -0.2821 1.3 0.3 4.8 0.7557
C -0.5777 -0.9832 -0.5042 0.0 -1.3 1.9 0.8833
N 0.7555 0.8175 -4.0500 6.1 0.6 5.6 0.7759
O 0.2175 1.1370 -1.1611 0.1 0.9 -1.2 -0.5609
O 1.5804 0.8879 -3.3054 -6.1 -0.5 -5.5 0.2056
O 1.1687 1.1652 3.2968 1.5 2.0 0.6 -0.8133
O 0.0663 0.7975 1.0836 -0.6 0.2 -2.7 -0.7547
F -0.6301 -1.7181 0.6310 0.0 0.6 -0.5 -0.3001
F 0.2927 -1.6177 -1.2933 -0.4 0.1 -0.8 -0.3069
F -1.7921 -0.8955 -0.9829 -0.5 -0.4 -1.0 -0.2741
S 0.5969 0.1099 2.5842 -2.2 -2.3 -0.2 1.4606
I -1.5868 -0.1202 3.9833 0.7 -0.1 -1.0 -0.0713
```
Positions in Å, forces in eV/Å.

Summary:
- max |F| (eV/Å) = 8.25
- net charge = +1
- multiplicity = 1
- relative energy (zero: lowest compared OMol25 entry of this formula, charge and spin) (kJ/mol) = 109.4
- orbital gap (eV) = 2.5
- HOMO level (eV) = -12.461